{"formula": "C51H120BN8O24", "method": "the ωB97M-V functional and the def2-TZVPD basis", "total_charge": -1, "gap_ev": 8.357, "max_force_ev_per_a": 5.756, "multiplicity": 1, "species": ["O", "O", "H", "C", "H", "C", "H", "H", "H", "C", "H", "H", "C", "O", "H", "H", "B", "H", "C", "H", "O", "C", "C", "H", "H", "H", "C", "C", "O", "H", "H", "H", "H", "H", "H", "C", "H", "C", "C", "H", "O", "H", "C", "H", "H", "H", "H", "O", "C", "H", "O", "H", "C", "H", "H", "C", "H", "H", "C", "H", "C", "O", "C", "C", "H", "C", "H", "O", "H", "H", "H", "H", "H", "H", "N", "H", "C", "H", "O", "H", "H", "C", "H", "C", "H", "C", "H", "H", "H", "O", "H", "H", "H", "C", "H", "O", "O", "H", "N", "H", "C", "H", "H", "H", "C", "C", "O", "H", "H", "H", "H", "H", "H", "H", "O", "C", "C", "C", "C", "H", "O", "H", "H", "N", "C", "N", "H", "H", "H", "H", "H", "H", "C", "C", "C", "H", "H", "H", "C", "H", "H", "H", "H", "H", "H", "H", "C", "N", "H", "H", "H", "H", "H", "C", "H", "N", "H", "C", "H", "N", "H", "H", "H", "C", "C", "H", "H", "H", "O", "C", "H", "H", "N", "H", "H", "C", "H", "C", "H", "O", "H", "O", "H", "H", "C", "H", "H", "H", "H", "C", "O", "H", "H", "H", "O", "H", "C", "H", "H", "O", "C", "H", "C", "O"], "coordinates": [[-1.2182, -1.4882, -1.9079], [-8.4570, -8.0440, -2.4336], [-4.1986, -5.4436, -1.2081], [-7.8373, -6.8105, -2.7284], [-3.0083, -0.5548, 1.7382], [1.7750, -2.2148, 3.9779], [2.3431, 1.4661, -0.7101], [5.7169, -3.5688, 7.9405], [-4.1648, 0.7070, 1.7082], [3.4380, 2.5226, 0.9310], [-2.3690, 4.7321, -9.4362], [6.8551, -4.3065, 6.8495], [4.0117, 0.7756, -3.4175], [3.1101, -1.4242, -4.0273], [2.6955, -5.8003, 4.9576], [2.7774, -7.1472, 3.8854], [-1.0902, -0.0092, -1.6536], [-2.3914, 3.2683, -0.1605], [-2.2744, 1.6513, -2.6401], [-2.3037, 6.7908, -11.8368], [-3.1238, 2.5134, -2.8617], [-2.3689, 5.3013, 3.3231], [-2.8921, 5.7299, 1.9151], [-1.3403, 4.9470, 3.2555], [-1.7455, 6.2274, 5.0599], [-2.6624, 1.1950, 1.0880], [-3.2385, 4.8091, -5.2351], [6.1359, 1.5810, -2.6659], [-2.8735, 4.7795, -11.4889], [-1.3199, 2.6005, -11.3650], [-4.1779, 4.4527, -4.8126], [1.8174, -1.2757, 3.4262], [1.4028, 0.9568, 3.2975], [-4.3939, 5.0296, -6.6958], [-4.1229, -2.9957, 5.8040], [1.5424, 1.5208, 4.2197], [2.1570, -3.1703, -4.6749], [-1.9745, 4.4382, -10.4089], [-5.0699, -1.0745, -1.5190], [-7.3625, -6.2525, -0.7863], [6.7836, 1.6878, -0.2943], [-8.8209, -7.7358, -0.3015], [-0.8532, 1.5660, -3.2337], [-4.2588, 4.6059, 4.1289], [-2.4481, 4.0650, -5.1369], [-3.8339, 6.2249, 2.1518], [4.0020, -0.8827, 1.6588], [1.1525, -5.6114, 3.5493], [-3.1666, 6.1756, -11.5814], [-1.7922, -3.0363, 1.8730], [-1.7151, 0.2779, -7.6310], [3.9000, 7.3235, 2.8193], [-1.1808, -2.0748, 6.2903], [2.1546, 0.8214, 0.9197], [3.5414, 1.6914, -3.0592], [-2.3066, -3.9973, 1.8649], [3.6185, 5.2516, 1.7544], [2.6057, -3.3636, 5.3851], [2.8656, -0.2390, -3.3323], [-4.7676, -1.1108, -2.5656], [4.4850, 5.4925, 1.1385], [-3.1797, 4.7629, 0.9716], [-9.2538, -8.1236, -1.2236], [-4.4043, -3.5502, 4.9087], [-5.1678, -2.9768, 4.3829], [5.1995, -2.8596, 5.5094], [5.9998, 4.5385, -0.0014], [-5.5826, -2.3150, -1.0698], [4.1662, -3.4832, 3.7803], [3.3096, -5.6185, 3.3627], [-2.8392, 3.8909, 4.9936], [5.3914, -2.1135, 6.2806], [0.5578, -6.9481, 2.2080], [-0.8132, 1.4550, 2.5736], [4.4545, 3.1364, 0.0633], [-3.3800, 6.6350, -10.6163], [-3.0969, 0.5275, 1.8321], [-0.3318, 2.3608, -7.4088], [0.6348, -1.4056, 1.0207], [-1.5712, -3.0205, 5.9144], [-3.1590, 1.5187, -8.4682], [4.1125, -2.6208, 4.4447], [1.0798, -2.0058, -4.0217], [-0.9193, 1.5713, 4.7647], [-1.3256, -5.0035, 3.2502], [-3.2337, 4.2459, 4.0415], [-1.7932, -0.1105, -5.6215], [5.5313, 1.7011, 5.2593], [5.0694, 0.5157, 1.5909], [-2.7365, 0.9590, 3.1745], [3.8454, 2.3243, 1.9224], [-2.2697, 6.5582, 1.5767], [7.9965, 2.2844, -1.7586], [5.2190, 4.2164, 0.6876], [2.6703, -0.4881, -2.2893], [3.9051, 0.3234, -0.0821], [-0.5253, -3.3610, -0.8772], [-9.6641, -9.0657, -0.8598], [5.1061, 0.4943, -2.5839], [1.9462, -2.9405, 3.1829], [-3.5766, -4.0093, 2.6979], [-5.8525, -0.3158, -1.5151], [7.2225, 1.7579, 1.6613], [-2.7730, 5.6308, -4.6908], [0.9045, -5.9147, 2.2035], [5.8185, -4.3470, 7.1841], [-0.2421, 0.5669, -2.6925], [-1.9805, 7.2170, 3.8456], [-8.5434, -5.9986, -2.9029], [-4.3257, -3.3871, 2.2082], [-4.0408, -4.9940, 2.6443], [-0.2567, 0.7133, -6.1132], [-1.3028, 4.5718, 0.0918], [-2.8511, 1.8109, -6.8471], [-0.4842, 2.3468, -4.1620], [7.2388, 1.5102, -1.6381], [-1.7537, 2.8723, -10.4027], [2.9903, 1.2436, 4.8104], [2.0720, -2.4332, -3.8764], [5.4214, 0.0149, 4.8957], [4.9190, -4.0459, 6.1765], [5.6502, 3.8109, 1.6028], [-4.0332, 6.3752, -12.2116], [-6.1488, -5.1098, -2.0481], [2.8671, 1.2649, 0.2242], [-1.4385, -5.0684, 2.2487], [-6.0360, -7.1924, -1.4913], [3.1451, 2.1141, 5.4479], [-4.7546, -4.4972, 5.3193], [5.1025, 2.4084, -0.2017], [0.4506, 0.2530, 5.3537], [-1.0130, 2.6561, 4.7136], [0.3048, -2.4354, 4.4932], [-2.0804, 3.9938, 0.5912], [-5.0718, -4.7985, -1.1111], [-0.4498, -0.8987, -6.5305], [0.2220, -3.4776, 4.8012], [-2.7338, 2.3954, -10.3927], [-2.3300, 1.5246, -7.7606], [-1.7027, 3.4595, 1.4629], [6.1763, 1.1391, 3.7058], [-4.2539, -0.7298, -0.8838], [0.3186, -3.9033, 1.6529], [8.1615, 0.5242, 0.7265], [-1.0782, -0.1033, 3.4151], [-1.6908, 1.3966, 5.5146], [-1.0383, 0.0092, -6.3986], [-0.7361, 2.4491, -9.4113], [-2.0275, -1.3944, 6.2001], [6.6280, 1.6354, -3.6370], [4.2975, 0.9439, -4.4558], [1.4544, 2.5496, 3.8706], [4.5516, 8.2207, 1.4021], [-1.2115, 2.5516, -8.0234], [-1.4621, 3.5480, -7.6595], [-2.3681, 6.3927, 4.2819], [-1.0115, 4.9272, -10.5561], [5.3791, 1.0026, 4.4365], [2.6755, 3.2845, 1.0925], [0.4476, 1.2525, 5.2087], [5.4915, 8.2543, 2.7796], [8.5956, 2.2556, 0.6575], [-10.1776, -7.5839, -1.4321], [2.5050, -6.0925, 3.9249], [-0.0764, -1.0893, 0.0489], [-2.4769, -4.1773, 0.8034], [-4.3986, -3.2669, -2.4653], [2.1339, -3.0202, -2.9600], [-2.3631, 0.6954, -1.7573], [-1.3463, 0.9526, 3.3806], [-7.3632, -6.8537, -3.7089], [-0.9082, -2.2993, 7.3215], [2.7667, -2.4282, 5.0398], [5.6269, 2.5279, -2.4862], [1.8033, -5.9376, 1.5872], [-6.7459, -6.3860, -1.6751], [1.9354, 0.1095, -3.7810], [-4.6617, -3.3441, -1.4104], [-0.3181, -5.0792, 0.5715], [-0.4543, 0.0747, -0.3203], [4.2677, 6.0976, 0.2583], [-0.0630, -1.5574, 5.5415], [-6.8432, -4.3771, -2.0144], [7.7147, 0.5385, -1.7700], [7.7754, 1.5433, 0.7468], [-0.3545, -2.3166, 3.6334], [-0.7178, 1.4501, -9.5591], [4.7337, 0.5033, -1.6451], [6.1009, -2.9010, 4.8980], [-0.5820, -2.1525, -0.9662], [-3.2580, -3.6596, 4.0987], [3.0843, 0.3596, 5.4410], [-3.7589, -3.2411, -0.8083], [5.6606, -5.3469, 7.5883], [-3.4552, 5.1463, -6.5321], [-5.4358, -4.8509, -0.0850], [-0.0702, -4.9211, 1.6211], [5.3975, -0.8902, 0.6171], [-3.4359, 3.3282, 3.4892], [5.4142, 6.2971, 1.9085], [4.7957, 7.5950, 2.2606], [4.3363, -1.7537, 3.8232], [4.5917, -0.2572, 0.9887], [4.0554, 1.2134, 3.8601]]}

{"formula": "C51H123N9O9", "method": "the ωB97M-V functional and the def2-TZVPD basis", "gap_ev": 8.918, "max_force_ev_per_a": 3.141, "de_lowest_kcal_mol": 57.2, "multiplicity": 1, "species": ["H", "H", "H", "C", "H", "H", "N", "H", "H", "C", "N", "C", "C", "C", "H", "H", "C", "H", "C", "N", "H", "H", "H", "H", "H", "H", "C", "H", "H", "C", "H", "C", "H", "H", "H", "H", "H", "H", "C", "C", "C", "H", "H", "H", "H", "H", "O", "C", "H", "H", "H", "H", "H", "C", "C", "C", "C", "H", "H", "C", "H", "H", "H", "H", "H", "C", "H", "H", "N", "C", "H", "H", "C", "H", "C", "H", "H", "C", "H", "H", "O", "N", "H", "C", "H", "H", "C", "H", "C", "H", "H", "H", "H", "H", "C", "H", "H", "C", "H", "H", "H", "H", "H", "H", "H", "C", "H", "H", "C", "C", "C", "H", "H", "H", "N", "C", "C", "H", "N", "C", "H", "C", "H", "O", "H", "O", "H", "H", "H", "C", "O", "H", "C", "H", "C", "H", "H", "O", "H", "H", "H", "H", "C", "C", "H", "H", "H", "H", "H", "H", "H", "H", "N", "H", "N", "H", "H", "H", "O", "H", "H", "H", "H", "C", "H", "H", "H", "H", "H", "O", "H", "H", "C", "H", "H", "C", "H", "C", "H", "H", "C", "H", "C", "H", "C", "H", "H", "H", "C", "C", "O", "H"], "coordinates": [[5.0366, -4.8522, -2.4292], [-5.4162, 7.1423, -1.5720], [5.0815, -5.7047, -3.9792], [-1.2358, 1.1117, -4.2447], [1.8588, -3.5350, -1.2256], [3.0825, 3.7572, 6.1997], [1.3191, -2.8662, -4.6273], [5.6522, -4.0138, -3.9445], [0.9310, 4.7890, 6.8267], [1.9280, -2.8055, -3.2684], [-4.2528, -4.2898, -2.8500], [0.4923, -0.9111, -0.0248], [-1.1306, 5.7578, -0.5333], [-0.8847, -6.6720, 1.0468], [-1.0595, 4.7625, -0.9828], [-3.6962, -5.7999, -5.6258], [-1.9159, -4.8550, -3.6345], [1.5470, -2.0254, -5.1496], [0.5497, 3.4203, 5.1518], [1.6784, 0.7562, -1.5734], [-0.0802, 2.9345, -2.5819], [-4.4981, -4.3763, 4.1564], [-2.3909, -4.0735, 3.1502], [-3.8566, -5.8923, 3.6548], [-3.4043, 2.9716, 0.2762], [0.1858, 2.5356, -0.1012], [-3.2166, -4.2200, 2.3935], [1.3904, -4.7600, -2.3664], [3.1154, 4.7632, -3.1516], [0.9648, 0.4945, -0.2718], [-0.4875, 1.2688, 6.3781], [-1.7295, 5.3486, 1.7942], [2.1317, -0.2539, 7.1378], [3.2052, 0.1394, 4.2871], [4.7436, 2.0259, 7.2057], [2.9292, 4.0787, 1.4704], [5.3117, 3.6651, 0.9685], [-4.6499, -4.7677, -6.6404], [-2.7759, 7.2199, 0.5887], [2.3980, 3.1917, 6.8161], [3.8838, -2.6896, 2.4756], [-4.2530, -2.7395, -4.9717], [5.2760, -1.4570, 1.5871], [-0.2081, -3.2415, 1.3310], [-2.4901, 5.5764, 2.5441], [3.4600, 2.3894, 1.4857], [5.1360, 1.3279, -0.2729], [-5.6010, -5.2827, -4.6932], [5.3358, 5.3074, -0.8023], [4.6690, 0.4032, -2.0051], [-2.1654, -4.3800, 0.6048], [-0.9682, -4.5130, -4.0688], [-2.1725, -2.7343, -2.1028], [-4.3708, -4.9250, -5.5763], [1.2900, -3.7274, -2.1454], [-3.6079, -3.6491, -5.0975], [-3.6223, 7.7508, -0.5550], [2.3399, 2.5146, -3.1972], [4.5783, -3.3063, 3.0543], [5.6845, 0.3281, 3.0005], [-3.3777, -5.7677, 0.7812], [0.0487, -0.0309, 5.3623], [1.0683, 1.0105, 7.8162], [-6.3511, -4.4631, -4.6240], [-0.5048, 3.7063, 4.9536], [-0.1984, 1.5243, -0.2626], [-0.1419, 5.7942, -0.0158], [4.2216, 2.5083, -1.6529], [4.4319, 4.8214, -0.6011], [-3.1092, -3.8596, -3.6830], [-5.9284, -5.7179, -1.1844], [-5.1875, 3.4186, -1.4368], [1.7576, 3.3069, -3.6851], [1.5247, 5.4466, -3.3575], [-2.5560, -2.5188, -3.1209], [1.6404, 2.1459, 2.8126], [-6.4237, 4.6911, -1.5861], [-4.3709, 5.3497, -1.0470], [-4.4590, -3.2074, 1.1978], [3.9044, -2.8196, -2.3862], [0.4679, -1.1547, 1.3967], [-3.6703, -3.0022, 1.8147], [-3.0451, 7.8238, -1.4938], [-5.0693, -5.5022, -3.2187], [-0.2458, -2.2637, 2.8407], [-0.6953, 1.4420, -1.2319], [-4.3127, -4.9819, 3.2634], [5.3777, 0.9741, 2.1890], [-2.2764, 5.7998, 0.4484], [-1.5221, 4.3185, 1.6690], [-2.7390, -3.4294, -5.6923], [4.4452, 0.5225, 6.4103], [0.2361, -3.4661, -2.1391], [5.9034, 2.8537, -1.2586], [3.6375, -3.4148, 1.1808], [-0.6520, -6.2157, 0.1032], [-4.1935, 5.7891, -3.1622], [4.9516, 2.5436, -0.8526], [-3.6502, -6.8281, -2.1471], [3.2629, -4.4482, 1.3516], [-0.8208, 5.8917, 2.0699], [2.8733, -2.9728, 0.5618], [-1.8415, 1.3161, -3.3199], [-3.6072, -7.0137, -3.8744], [-0.5304, -1.0718, -0.4188], [3.4136, -2.9997, -3.3898], [2.8949, -2.6469, 4.2246], [6.3508, 0.0493, -1.4120], [-2.6186, -5.0867, 1.2885], [4.1285, 1.5677, 6.4144], [-0.2695, 1.0176, 5.3530], [4.5386, 1.9417, 5.4647], [-3.9173, -2.2890, 2.4723], [3.8898, -2.2941, -4.0822], [2.7101, -2.8418, 3.2710], [2.0429, 0.7571, 7.5283], [4.5325, 3.6097, 0.1968], [-0.1012, 2.5273, 2.8497], [2.1840, 1.6521, 5.1111], [3.2388, 3.2368, 0.8326], [-3.2859, -5.2263, -1.4897], [2.0866, 4.5802, -2.9754], [-4.9332, -7.7131, -3.0346], [0.1170, 1.6231, -4.0952], [4.5843, -3.4959, 0.6225], [3.6505, -4.3019, -3.8755], [-5.2288, -5.1367, 2.7249], [-3.3143, 7.3908, 1.5631], [-7.0300, -6.1509, -2.4285], [-3.6145, 5.3075, -2.3682], [-3.8016, -4.4004, -1.4518], [-1.1756, 6.4978, -1.3235], [4.3400, -1.2816, 2.1773], [1.7737, 4.5392, -1.9497], [0.3061, 2.9414, -3.5844], [-3.3468, 4.2573, -2.6180], [2.9050, 3.9822, -5.2060], [-1.5409, -5.7733, 1.8588], [2.5933, 0.7693, 8.5329], [-1.8914, 7.8678, 0.8380], [3.7830, 5.4167, -0.1246], [-1.4372, -7.6106, 0.9032], [0.6678, 1.8387, 3.2422], [0.7752, 1.9246, 4.7548], [6.6310, -0.1754, 2.6720], [-1.4110, -1.9010, 1.5250], [-5.9636, 4.2609, -0.0480], [0.4316, 0.8015, 2.8892], [-1.7337, 1.6277, -5.1027], [-2.2674, -5.7408, -4.0817], [1.7228, -1.7641, -2.9356], [-1.7510, -5.0542, -2.5946], [2.0952, 3.3949, -5.1390], [1.2238, 4.0109, 4.5049], [-3.4860, 4.9259, 0.1230], [0.0610, -6.8721, 1.4839], [2.4248, 3.1322, 0.0805], [-1.0968, 0.0089, -4.2340], [4.7113, -0.6493, 3.3464], [0.3058, 3.1701, 7.1965], [-3.3548, -1.8341, -2.9338], [1.7068, -3.6635, -5.1170], [1.7112, 0.7443, 0.5047], [-5.5368, 4.3479, -1.0701], [2.6777, 3.4794, 7.8590], [-1.2245, 1.0270, 4.8499], [-0.2339, 3.7304, -4.0833], [-3.9798, 8.7892, -0.3694], [1.9228, -2.3504, 2.8994], [2.3282, 0.3088, 4.6373], [-5.3284, 6.7971, 0.3043], [-0.9923, 1.1996, 0.4507], [-0.3778, -2.2299, 1.7447], [6.0017, 0.9548, 3.8591], [4.8922, -0.6831, -0.5442], [-4.2821, -6.8591, -3.0476], [3.6045, -0.7425, 1.5825], [1.0205, 3.6904, 6.5787], [-1.7716, -2.1145, -3.7915], [2.2137, 2.5186, -5.5344], [2.6043, 1.7260, 6.4829], [1.0923, -1.6971, -0.4788], [4.9050, -4.7603, -3.5226], [-2.7213, 5.9069, -2.3619], [-6.2442, -5.4775, -2.2168], [2.3218, -0.0179, -1.7424], [0.9511, 0.6951, -2.2495], [-6.1178, -6.1731, -5.0180], [-4.8340, 6.8422, -0.6933], [5.2982, 0.1800, -1.1070], [-2.9004, 3.5939, -0.3171], [-6.5696, -4.4128, -2.1456]]}

What HOMO energy values result from the calculations? In sequence: -6.428 -8.335 eV.
What E_tot values result from the calculations? In sequence: -4283.67347 -3186.59641 Ha.